Entry from OMol25: C35H36AuB2BrN3O5Si as an isolated structure (ωB97M-V/def2-TZVPD).

XYZ file:
```
84
Properties=species:S:1:pos:R:3:forces:R:3
Au 0.5740 0.9483 -0.8286 0.10 0.47 0.18
Br -2.7814 5.4165 6.7910 0.00 0.00 -0.01
C -2.5201 6.2643 5.1112 0.05 0.01 0.01
C -3.5887 6.9054 4.4984 0.00 0.03 0.03
C -3.4002 7.5193 3.2770 -0.06 -0.03 -0.02
C -2.1566 7.4665 2.6270 0.26 0.01 0.21
C -1.0788 6.8559 3.2962 0.00 -0.01 -0.09
C -1.2634 6.2480 4.5244 -0.07 0.04 0.02
N -2.0948 7.9697 1.3469 -0.49 -0.17 -0.39
N -1.0092 7.7348 0.6588 0.41 0.21 0.28
C -0.5287 6.5714 0.2357 -0.21 -0.01 -0.15
C 0.8142 6.5102 -0.2053 0.07 -0.03 0.01
C 1.4424 5.3221 -0.4777 0.02 0.03 -0.01
C 0.8213 4.0557 -0.3237 0.24 0.15 -0.05
O 1.4896 2.9935 -0.5674 -0.70 -0.38 0.04
C -0.5866 4.0993 0.0963 0.04 -0.06 -0.13
N -1.2093 2.9307 0.3069 0.12 -0.41 -0.17
C -2.4988 2.8964 0.5433 0.12 0.07 0.02
C -3.2919 4.0500 0.5426 -0.03 -0.01 -0.03
C -2.6708 5.2632 0.3857 -0.06 0.06 0.07
C -1.2781 5.3270 0.2295 0.18 -0.01 0.14
H -4.5597 6.9119 4.9748 0.00 0.03 0.00
H -4.2234 8.0139 2.7773 0.02 -0.01 -0.03
H -0.0990 6.8610 2.8383 -0.02 -0.06 -0.03
H -0.4383 5.7560 5.0210 0.01 0.02 0.01
H 1.3578 7.4437 -0.2801 -0.01 0.02 0.02
H 2.4755 5.3190 -0.8024 0.00 -0.03 0.01
H -2.9257 1.9144 0.7276 -0.03 0.04 -0.03
H -4.3640 3.9841 0.6712 0.00 -0.01 -0.01
H -3.2478 6.1787 0.3723 0.03 0.01 0.10
C -4.1108 -6.4247 -2.3038 -0.02 0.03 -0.02
C -4.5767 -4.9708 -2.1411 0.00 -0.04 -0.03
C -5.8069 -4.9289 -1.2225 0.01 0.02 -0.04
C -5.0003 -4.4522 -3.5171 0.02 -0.02 0.06
C -3.4493 -4.1364 -1.5298 0.01 0.03 0.01
C -2.9906 -4.4451 -0.2473 0.01 -0.01 0.02
C -1.9839 -3.7187 0.3873 -0.06 0.02 0.01
C -1.4501 -2.6516 -0.2987 -0.02 0.03 -0.05
O -0.4969 -1.7583 0.0868 0.06 -0.08 -0.05
B -0.3451 -0.8237 -0.9803 -0.25 0.21 0.11
O -1.2159 -1.2400 -2.0241 0.06 -0.07 -0.03
C -1.8867 -2.3375 -1.5747 0.05 0.00 0.03
C -2.8722 -3.0595 -2.2120 0.01 -0.02 -0.04
H -4.9095 -7.0335 -2.7366 0.01 -0.01 0.01
H -3.8275 -6.8623 -1.3460 0.00 0.00 0.00
H -3.2437 -6.4728 -2.9654 0.00 -0.02 0.01
H -6.6450 -5.4529 -1.6896 0.01 -0.02 0.02
H -6.1075 -3.8960 -1.0382 -0.02 -0.01 0.01
H -5.6075 -5.4008 -0.2600 0.01 0.02 0.01
H -5.8202 -5.0656 -3.8963 0.01 0.00 -0.02
H -4.1799 -4.5073 -4.2347 -0.01 0.03 -0.01
H -5.3499 -3.4197 -3.4627 0.01 0.00 -0.03
H -3.4368 -5.2736 0.2894 0.02 -0.01 -0.01
H -1.6463 -3.9740 1.3832 -0.01 0.01 0.01
H -3.1732 -2.7768 -3.2106 -0.03 0.01 0.02
O 4.7413 -0.7731 -1.3620 -0.01 0.02 -0.03
B 4.0261 -1.2143 -0.2429 0.03 0.02 -0.01
O 4.6895 -0.8267 0.9281 -0.02 0.01 0.03
C 5.7932 -0.1284 0.5175 0.01 -0.03 -0.06
C 6.7702 0.4662 1.2797 0.00 -0.01 0.04
C 7.8048 1.1024 0.5924 -0.02 0.00 -0.01
C 7.8347 1.1362 -0.7963 -0.01 0.01 0.01
C 6.8325 0.5347 -1.5589 0.01 0.00 -0.04
C 5.8236 -0.0959 -0.8704 0.02 -0.02 0.05
H 6.7281 0.4403 2.3600 0.01 0.00 0.00
H 8.5959 1.5822 1.1536 0.00 0.01 0.00
H 8.6482 1.6434 -1.2982 0.00 0.00 0.00
H 6.8394 0.5624 -2.6398 0.00 -0.01 0.00
C 4.1613 -4.3407 -1.7869 0.01 0.05 0.00
Si 3.0317 -3.9124 -0.3499 -0.02 -0.09 0.00
C 3.8534 -4.4732 1.2428 0.00 0.04 0.00
C 1.3840 -4.7767 -0.5584 0.03 -0.05 0.03
C 2.7478 -2.0618 -0.2936 0.02 -0.01 0.04
H 4.4242 -5.4011 -1.7886 -0.02 0.00 0.01
H 5.0871 -3.7622 -1.7310 0.01 -0.02 -0.02
H 3.6877 -4.1079 -2.7433 0.00 0.01 0.01
H 4.1889 -5.5111 1.1807 -0.02 0.00 -0.01
H 3.1682 -4.3905 2.0896 0.00 0.02 0.00
H 4.7229 -3.8479 1.4612 0.01 -0.02 0.01
H 1.4975 -5.8641 -0.5474 0.01 0.00 -0.01
H 0.9117 -4.4990 -1.5038 -0.02 0.02 0.01
H 0.6935 -4.5018 0.2424 0.05 -0.01 -0.04
H 2.1208 -1.8434 0.5759 0.00 -0.02 -0.03
H 2.1649 -1.7841 -1.1759 0.05 0.01 -0.01
```
Forces are in eV/Å.

The charge is -1. The highest occupied orbital energy (spin up / spin down) comes out at -0.13691 / -0.20075 Ha. The calculation puts the LUMO energy (spin up / spin down) at 2.2853 / 1.5730 eV. For the total energy, the calculation gives -134559.31829 eV. As for the largest force on an atom: 0.8 eV/A. The spin multiplicity is 3.

=====

Entry from OMol25: C35H36BFIN7O3S2V as an isolated structure (ωB97M-V/def2-TZVPD).

XYZ file:
```
87
Properties=species:S:1:pos:R:3:forces:R:3
V -0.1873 0.2620 -0.0088 0.16 0.34 -0.22
C 1.8918 -2.5761 2.1328 0.00 -0.01 0.00
N 2.8606 -1.9227 1.2661 0.00 0.04 -0.02
C 4.1886 -1.7016 1.5498 -0.01 -0.04 0.00
C 4.7220 -1.0857 0.4641 0.00 0.08 -0.01
N 3.7291 -0.9299 -0.4682 0.02 -0.09 0.04
B 3.8938 -0.3581 -1.9062 -0.01 -0.02 0.02
N 3.2007 1.0685 -2.0268 -0.03 0.12 -0.04
C 3.4272 1.7839 -3.1739 0.00 -0.06 -0.02
C 2.7269 2.9430 -3.1063 -0.03 0.05 0.03
N 2.0669 2.9358 -1.9071 0.05 -0.06 -0.01
C 1.2274 4.0198 -1.4068 0.00 0.02 0.00
C 2.3661 1.7790 -1.2677 0.00 0.04 0.00
S 1.7700 1.4354 0.3390 0.01 -0.03 0.02
C 2.6108 -1.4405 0.0384 0.01 -0.02 -0.01
S 1.0893 -1.4865 -0.8051 0.03 -0.04 0.02
H 2.4242 -3.0522 2.9509 0.00 0.00 0.00
H 1.3477 -3.3331 1.5728 0.00 0.00 0.01
H 1.1892 -1.8433 2.5308 0.00 0.00 0.00
H 4.6356 -2.0255 2.4727 0.01 -0.01 0.00
H 5.7286 -0.7624 0.2673 0.01 0.00 0.01
H 3.3440 -1.0823 -2.6868 0.00 -0.02 -0.01
H 5.0591 -0.2002 -2.1149 0.03 0.00 -0.01
H 4.0803 1.4096 -3.9425 0.00 0.00 0.00
H 2.6576 3.7697 -3.7911 0.00 0.00 0.00
H 1.3115 4.8532 -2.0978 0.01 0.01 0.01
H 1.5736 4.3343 -0.4249 -0.01 -0.01 0.00
H 0.1875 3.7059 -1.3550 0.00 0.01 -0.01
F 0.0599 -0.2517 6.7543 0.00 0.02 0.01
C -0.5250 0.7258 6.0469 0.03 -0.10 -0.07
C -0.4497 0.6725 4.6851 0.02 -0.05 0.10
C -1.0951 1.6416 3.9092 0.00 0.05 -0.09
C -1.0534 1.5834 2.4638 -0.11 0.16 0.10
O -0.4299 0.6079 1.9006 0.02 -0.11 -0.01
C -1.7182 2.5990 1.7654 -0.05 0.02 0.17
C -2.3903 3.5815 2.4751 0.02 0.00 -0.01
N -2.4381 3.6435 3.7965 0.02 -0.02 0.01
C -3.2123 4.7010 4.4419 -0.02 0.05 0.01
C -2.4860 5.7873 5.1813 -0.01 -0.02 0.00
C -3.1614 6.0870 3.8787 0.01 -0.04 -0.01
C -1.8032 2.6659 4.5612 0.02 -0.03 -0.06
C -1.8510 2.7044 5.9579 0.01 0.01 0.01
C -1.2185 1.7443 6.7277 -0.04 0.18 0.04
N -1.2972 1.8446 8.1362 -0.10 -0.13 -0.04
C -0.2532 1.2514 8.9630 0.01 0.01 0.03
C -0.2601 1.9159 10.3281 0.02 -0.02 0.00
N -1.6094 1.7236 10.9713 -0.01 0.04 -0.05
C -2.7100 2.2554 10.0901 0.02 0.00 0.04
C -2.6192 1.6159 8.7181 0.02 0.03 -0.04
C -1.7436 2.7434 0.2862 0.06 0.04 -0.22
O -2.2874 3.6537 -0.2719 0.03 0.03 0.13
O -1.0808 1.8002 -0.3861 -0.11 -0.35 0.06
H 0.0906 -0.1376 4.2164 -0.01 0.01 -0.02
H -2.9153 4.3544 1.9291 0.01 -0.01 -0.01
H -4.1542 4.3360 4.8305 0.00 0.00 0.01
H -1.4046 5.7533 5.1740 0.00 0.00 0.00
H -2.9304 6.1542 6.0957 0.00 0.00 0.00
H -2.5205 6.2753 3.0285 0.00 0.01 0.00
H -4.0842 6.6477 3.8813 0.00 0.00 0.00
H -2.3612 3.5170 6.4535 0.01 0.00 0.01
H 0.7252 1.4212 8.5188 0.00 0.01 -0.02
H -0.3769 0.1661 9.0780 0.01 0.02 0.03
H -0.1051 2.9905 10.2513 0.01 0.00 -0.01
H 0.4916 1.4825 10.9846 -0.01 0.00 0.01
H -1.6338 2.1922 11.8795 0.00 -0.01 0.00
H -1.7627 0.7285 11.1555 -0.01 0.00 0.00
H -2.5617 3.3323 10.0317 0.00 0.00 0.01
H -3.6631 2.0423 10.5698 0.01 -0.01 0.02
H -3.3889 2.0644 8.0929 0.01 -0.01 0.00
H -2.8419 0.5402 8.7861 0.00 0.00 0.02
I -2.0435 -1.6070 0.8247 -0.13 -0.05 -0.06
C -2.2833 -2.3986 -1.0867 0.00 -0.01 -0.02
C -2.9315 -3.5663 -1.3476 0.00 -0.01 0.07
C -3.1010 -3.9421 -2.6973 0.01 0.01 -0.05
C -2.6407 -3.1407 -3.7047 0.00 -0.01 0.00
C -1.9669 -1.9255 -3.4299 0.00 0.01 0.00
C -1.4882 -1.0709 -4.4516 0.02 0.03 0.03
C -0.8648 0.1057 -4.1431 -0.03 -0.06 -0.03
C -0.6681 0.4813 -2.7966 0.03 0.07 0.05
C -1.0774 -0.3514 -1.7897 0.04 0.00 0.05
C -1.7659 -1.5486 -2.0795 -0.04 -0.05 0.05
H -3.3211 -4.1928 -0.5568 0.00 0.00 0.00
H -3.6122 -4.8670 -2.9244 0.00 0.00 0.00
H -2.7878 -3.4285 -4.7378 0.00 0.00 0.00
H -1.6385 -1.3571 -5.4846 0.00 0.01 -0.01
H -0.5209 0.7672 -4.9262 0.00 0.00 -0.01
H -0.1730 1.4231 -2.5925 0.00 0.00 -0.01
```
Forces are in eV/Å.

The charge is +3. The highest occupied orbital energy (spin up / spin down) comes out at -0.53966 / -0.53966 Ha. The calculation puts the LUMO energy (spin up / spin down) at -8.7303 / -8.7315 eV. For the total energy, the calculation gives -112283.95019 eV. The energy relative to the best compared isomer or geometry (same formula, charge and spin) is 15.2 kcal/mol. As for the largest force on an atom: 0.4 eV/A.

=====

Entry from OMol25: C35H36Cl2GeMnNO2Te as an isolated structure (ωB97M-V/def2-TZVPD).

XYZ file:
```
79
Properties=species:S:1:pos:R:3:forces:R:3
Mn 1.4027 -0.5979 2.2735 0.03 -0.05 0.00
C 1.7594 3.2232 -4.5623 0.02 0.01 0.04
C 2.4023 3.4544 -3.3534 -0.02 -0.01 -0.03
C 2.6355 2.4039 -2.4774 0.03 0.02 0.02
C 2.2238 1.1104 -2.8060 0.00 0.01 0.00
C 1.5938 0.8861 -4.0328 -0.03 0.02 -0.06
C 1.3596 1.9380 -4.9054 0.00 -0.02 0.00
Ge 2.6529 -0.4047 -1.7118 0.09 0.00 0.05
C 2.9950 0.0504 0.1923 -0.35 -0.06 -0.16
C 2.4931 1.2349 0.7522 0.19 0.18 0.15
C 2.7629 1.5742 2.0829 0.02 -0.04 0.03
C 3.5271 0.7166 2.8825 -0.07 0.02 -0.03
C 4.0099 -0.4804 2.3441 0.00 -0.01 0.01
C 3.7442 -0.8085 1.0114 0.08 0.05 0.06
C 3.9241 -1.6642 -2.4014 -0.01 0.00 0.08
C 4.6793 -1.3020 -3.5149 0.06 -0.04 -0.04
C 5.6198 -2.1873 -4.0298 -0.02 0.04 0.01
C 5.8034 -3.4274 -3.4392 0.01 -0.03 0.01
C 5.0468 -3.7991 -2.3319 -0.01 0.00 0.01
C 4.1091 -2.9209 -1.8149 0.02 -0.02 -0.06
H 1.5847 4.0434 -5.2455 0.00 0.00 0.00
H 2.7376 4.4504 -3.0973 0.00 0.01 -0.01
H 3.1766 2.6077 -1.5611 0.00 -0.03 0.00
H 1.2996 -0.1149 -4.3336 0.02 0.00 0.02
H 0.8793 1.7535 -5.8569 0.00 0.01 0.00
H 1.9129 1.9317 0.1627 -0.04 -0.07 -0.05
H 2.3900 2.5057 2.4895 0.00 0.01 -0.01
H 3.7562 0.9840 3.9063 -0.01 0.00 0.00
H 4.6103 -1.1426 2.9551 0.00 -0.01 -0.01
H 4.1607 -1.7235 0.6078 -0.01 0.00 -0.01
H 4.5465 -0.3348 -3.9858 -0.01 0.00 0.01
H 6.2076 -1.9049 -4.8926 0.00 0.00 0.00
H 6.5369 -4.1130 -3.8418 0.00 0.00 0.00
H 5.1895 -4.7712 -1.8789 0.01 0.00 -0.01
H 3.5126 -3.2366 -0.9614 0.00 0.01 0.00
Cl 1.3518 -1.5893 4.7648 0.00 -0.07 -0.02
C 1.3595 -3.2756 4.1746 0.00 0.04 0.00
Cl 1.3796 -3.2785 2.3867 -0.01 0.04 0.00
H 0.4518 -3.7653 4.5064 0.00 0.01 0.00
H 2.2575 -3.7662 4.5309 0.01 0.02 0.01
C 0.9426 -3.1749 -3.2741 -0.02 0.00 -0.03
Te 0.4928 -2.0084 -1.5554 -0.05 -0.04 -0.03
C -1.0644 -0.8709 -2.4536 0.02 0.03 -0.04
H 1.1739 -2.5115 -4.1027 0.01 -0.01 0.00
H 0.0606 -3.7750 -3.4841 0.00 0.00 0.00
H 1.7933 -3.8089 -3.0437 0.01 0.01 0.02
H -1.4818 -1.4969 -3.2389 0.00 0.00 0.00
H -0.6464 0.0423 -2.8677 -0.02 0.01 0.00
H -1.8109 -0.6541 -1.6970 0.01 -0.02 0.02
C -6.6276 -0.7909 1.5612 0.02 0.01 -0.01
O -5.6017 -0.2009 2.3670 0.01 -0.02 0.01
C -5.9117 0.9331 3.0332 -0.02 0.05 0.00
C -7.0933 1.6536 2.8984 0.03 -0.06 -0.02
C -7.2801 2.8196 3.6285 0.00 0.02 0.02
C -6.3095 3.2901 4.5015 0.00 0.00 -0.01
C -5.1299 2.5792 4.6468 0.01 -0.02 0.00
C -4.9393 1.4237 3.9090 0.00 0.00 -0.02
N -3.7335 0.6519 4.0915 0.00 -0.01 0.02
C -2.7214 0.5082 3.2953 -0.04 -0.01 0.01
C -2.4341 1.1271 2.0400 0.01 0.01 -0.01
C -3.2460 2.1090 1.4298 0.02 -0.02 0.01
C -2.9006 2.6716 0.2258 -0.01 0.00 -0.01
C -1.7348 2.2491 -0.4134 -0.02 0.03 -0.02
C -0.9217 1.2915 0.1570 0.04 -0.05 0.04
C -1.2296 0.7223 1.3970 -0.03 0.01 0.00
O -0.4244 -0.1821 1.9435 0.06 -0.01 0.04
H -7.5101 -1.0134 2.1610 0.00 0.00 0.00
H -6.2078 -1.7147 1.1770 0.00 0.00 0.00
H -6.8933 -0.1346 0.7317 -0.01 0.00 0.00
H -7.8712 1.3059 2.2351 -0.01 0.01 0.00
H -8.2076 3.3642 3.5148 0.00 0.00 0.00
H -6.4713 4.1947 5.0692 0.00 0.00 0.00
H -4.3576 2.9154 5.3273 0.00 0.01 0.00
H -3.7082 0.1002 4.9417 0.01 0.00 0.00
H -1.9744 -0.1907 3.6541 0.01 0.01 -0.02
H -4.1512 2.4319 1.9199 0.00 0.01 0.00
H -3.5276 3.4285 -0.2228 0.00 0.00 0.00
H -1.4630 2.6797 -1.3700 0.01 -0.01 0.00
H -0.0236 0.9604 -0.3523 0.01 0.02 -0.02
```
Forces are in eV/Å.

The charge is +3. The highest occupied orbital energy (spin up / spin down) comes out at -0.55148 / -0.55149 Ha. The calculation puts the LUMO energy (spin up / spin down) at -8.0143 / -8.6293 eV. For the total energy, the calculation gives -162614.58368 eV. The energy relative to the best compared isomer or geometry (same formula, charge and spin) is 0.0 kcal/mol. As for the largest force on an atom: 0.4 eV/A. The spin multiplicity is 6.